Formula: C9H14O
Source: OMol25
Level of theory: ωB97M-V/def2-TZVPD

Last columns: bonded neighbours and bond lengths (Å).
Positions of all 24 atoms, in Å:
1 C 0.46 1.22 1.80  C2 1.531, H9 1.086, H10 1.086, H11 1.092
2 C 0.74 0.89 0.33  C1 1.531, C3 1.391, C8 1.393
3 C 0.39 1.81 -0.66  C2 1.391, C4 1.395, H12 1.085
4 C 0.72 1.62 -2.00  C3 1.395, C5 1.400, H13 1.080
5 C 1.57 0.55 -2.30  C4 1.400, O6 1.377, C7 1.375
6 O 1.88 0.27 -3.61  C5 1.377, H14 0.953
7 C 2.07 -0.27 -1.31  C5 1.375, C8 1.398, H15 1.082
8 C 1.70 -0.07 0.02  C2 1.393, C7 1.398, H16 1.083
9 H 0.38 0.26 2.31  C1 1.086
10 H -0.38 1.87 2.04  C1 1.086
11 H 1.36 1.73 2.16  C1 1.092
12 H -0.04 2.77 -0.44  C3 1.085
13 H 0.41 2.24 -2.83  C4 1.080
14 H 1.14 0.43 -4.19  O6 0.953
15 H 2.80 -1.04 -1.53  C7 1.082
16 H 2.08 -0.70 0.81  C8 1.083
17 C -2.14 -1.98 0.46  C18 1.524, H19 1.095, H20 1.094, H21 1.087
18 C -2.17 -1.32 1.84  C17 1.524, H22 1.093, H23 1.092, H24 1.088
19 H -2.06 -3.05 0.68  C17 1.095
20 H -3.05 -2.00 -0.15  C17 1.094
21 H -1.32 -1.74 -0.21  C17 1.087
22 H -2.98 -0.62 2.03  C18 1.093
23 H -2.31 -2.09 2.60  C18 1.092
24 H -1.26 -0.81 2.13  C18 1.088

Its structure (SMILES) is Cc1ccc(O)cc1.CC. The highest occupied orbital energy is -8.53 eV.

Formula: C9H14O
Source: OMol25
Level of theory: ωB97M-V/def2-TZVPD

Last columns: bonded neighbours and bond lengths (Å).
Positions of all 24 atoms, in Å:
1 C -1.91 -1.15 0.10  C2 1.395, C6 1.395, H7 1.098
2 C -2.32 0.17 0.00  C1 1.395, C3 1.395, H8 1.098
3 C -2.18 0.86 -1.20  C2 1.395, C4 1.395, H9 1.098
4 C -1.63 0.23 -2.31  C3 1.395, C5 1.395, H10 1.098
5 C -1.21 -1.10 -2.22  C4 1.395, C6 1.395, H11 1.098
6 C -1.35 -1.79 -1.01  C1 1.395, C5 1.395, H12 1.098
7 H -2.01 -1.70 1.05  C1 1.098
8 H -2.76 0.68 0.88  C2 1.098
9 H -2.51 1.91 -1.28  C3 1.098
10 H -1.52 0.77 -3.26  C4 1.098
11 H -0.77 -1.60 -3.09  C5 1.098
12 H -1.02 -2.84 -0.94  C6 1.098
13 C 2.58 -0.83 1.05  C14 1.529, H17 1.103, H18 1.103, H19 1.103
14 C 1.94 0.47 0.56  C13 1.529, C15 1.520, H20 1.107, H21 1.107
15 C 1.27 1.22 1.70  C14 1.520, O16 1.428, H22 1.107, H23 1.107
16 O 0.71 2.47 1.30  C15 1.428, H24 0.980
17 H 3.35 -0.61 1.81  C13 1.103
18 H 3.06 -1.36 0.20  C13 1.103
19 H 1.82 -1.49 1.49  C13 1.103
20 H 2.71 1.13 0.11  C14 1.107
21 H 1.19 0.25 -0.21  C14 1.107
22 H 0.51 0.58 2.17  C15 1.107
23 H 2.02 1.48 2.48  C15 1.107
24 H 0.03 2.28 0.62  O16 0.980

Its structure (SMILES) is c1ccccc1.CCCO. The highest occupied orbital energy is -9.65 eV.

Energy relative to the best compared isomer or geometry (same formula, charge and spin) across the listed records, respectively: 18.2, 7.6 kcal/mol.
Total energy across the listed records, respectively: -11606.8478, -11607.3052 eV.
Gap between HOMO and LUMO across the listed records, respectively: 9.40, 10.59 eV.